No. 1
The following is a quantum chemistry calculation of a structure of composition C2H3N3 at a distorted geometry, from OMol25.

Properties
E   -242.1627 Ha
Kohn-Sham gap   10.455 eV

Cartesian coordinates (Å):
N 0.53688 1.06653 0.16047
N 0.41887 -1.35958 -0.45995
N 1.41368 0.21397 -0.29333
C -0.67832 0.69250 0.20310
C -0.72466 -0.86747 -0.21888
H 2.16163 0.14558 0.41904
H -1.70766 -1.37443 -0.24945
H -1.42042 1.48289 0.43898

Cartesian forces, eV/Å:
N -0.28 0.30 0.05
N 0.30 2.48 0.66
N -1.41 -2.22 0.24
C 0.17 -1.03 -0.51
C 0.45 2.20 0.55
H -0.26 -0.57 -0.61
H 0.93 0.05 -0.13
H 0.11 -1.20 -0.25

=====

No. 2
The following is a quantum chemistry calculation of a structure of composition C29H14Cl5IN6O6SW at a distorted geometry, from OMol25.

Properties
E   -4957.4138 Ha
2S+1   3
Kohn-Sham gap (spin up / spin down)   5.462 / 7.095 eV

Cartesian coordinates (Å):
W 0.53059 0.38722 0.27710
I -0.49111 0.49966 -8.58539
Cl -0.82033 3.59831 -0.36279
Cl 3.81576 3.80343 3.75307
Cl 2.91833 1.09809 2.71894
Cl 2.42150 6.41257 2.80599
Cl 0.07157 6.25549 0.77936
S -1.08156 -4.32149 -0.50310
O 0.30501 -0.12093 2.11888
O -1.31578 0.73433 0.30351
O 0.91034 1.52389 -1.67540
O -5.22421 -0.15201 5.04418
O 0.09082 -0.44446 -1.61553
O -6.55064 0.75525 3.61593
N -0.17096 -2.05555 0.36874
N -5.45700 0.35713 3.96489
N 6.95491 -0.09393 -1.25960
N 4.55545 -0.60453 -1.09064
N 2.42636 -0.12483 -0.06461
N -2.21725 -1.90049 -0.76924
C 0.75137 -3.02754 0.76260
C 0.86572 4.82180 1.28471
C 2.39467 -5.17652 1.39757
C 0.41800 0.56904 -2.33494
C -2.02706 0.17060 2.49089
C 5.82488 -0.30982 -1.14713
C -1.16541 -2.58964 -0.28868
C -0.19717 0.53620 -6.50803
C 1.90781 4.89631 2.19966
C -4.35469 0.49910 3.02308
C -3.10849 0.06009 3.38651
C 2.10985 2.50427 2.10850
C -3.56304 1.17063 0.86396
C 0.20615 0.57341 -3.77096
C -0.74001 -0.23354 2.87069
C -4.59493 1.07502 1.76673
C 0.57943 1.66914 -4.54884
C 2.71052 -3.88917 1.82692
C 3.49365 -0.31567 -0.54899
C 0.47850 3.58448 0.77965
C 0.38017 1.65052 -5.91542
C 1.07830 2.36052 1.15422
C 0.43097 -4.33251 0.36724
C -0.57939 -0.56192 -5.74745
C -2.28852 0.71647 1.19813
C 1.24471 -5.41366 0.66634
C 1.90020 -2.81078 1.52068
C 2.53057 3.72655 2.62010
C -0.37239 -0.54228 -4.38314
H 0.98785 -6.41358 0.34307
H -2.86758 -2.36401 -1.37718
H 1.02337 2.52717 -4.06042
H -1.02946 -1.42446 -6.21877
H -2.96038 -0.36681 4.36920
H -0.64900 -1.39018 -3.77075
H 3.60524 -3.73073 2.41441
H 3.05188 -5.99892 1.64608
H -2.10028 -0.90712 -0.87891
H -5.58412 1.43302 1.52572
H -3.72049 1.60917 -0.11266
H 0.67736 2.49808 -6.51720
H 2.14189 -1.81542 1.85971
H -0.56248 -0.64447 3.85884

Cartesian forces, eV/Å:
W 1.90 0.21 -1.75
I 0.03 0.02 0.26
Cl -0.17 -0.01 -0.11
Cl 0.07 0.09 0.09
Cl 0.13 -0.05 0.07
Cl 0.02 0.10 0.05
Cl -0.01 0.19 0.01
S 0.00 0.06 0.02
O -0.71 -0.70 2.57
O -3.75 0.58 0.42
O -0.11 0.04 -0.07
O 0.10 0.01 -0.09
O -0.11 -0.05 -0.80
O 0.07 0.02 -0.11
N -0.07 0.37 -0.18
N -0.37 -0.04 0.41
N -0.04 -0.04 0.01
N 0.10 -0.50 -0.57
N 1.10 -0.37 -0.21
N -0.17 -0.08 0.06
C 0.02 -0.23 0.15
C 0.03 -0.03 0.01
C 0.03 -0.06 0.02
C 0.35 0.16 1.45
C -0.47 0.22 -0.28
C 0.05 0.24 0.22
C 0.30 -0.12 0.14
C -0.04 -0.03 -0.18
C 0.02 -0.05 0.02
C 0.64 -0.13 -0.10
C -0.27 -0.03 0.26
C -0.39 -0.45 -0.35
C -0.62 0.17 -0.03
C -0.10 -0.12 -0.92
C 0.89 0.29 -0.80
C 0.23 0.04 -0.24
C -0.01 -0.08 0.42
C -0.01 0.03 0.01
C -0.33 0.31 0.52
C 0.11 -0.69 0.03
C 0.01 0.07 -0.17
C 0.20 0.52 -0.16
C -0.02 0.21 -0.01
C -0.03 -0.01 -0.15
C 1.30 -0.32 -0.11
C -0.02 -0.04 0.02
C -0.06 -0.01 -0.03
C -0.04 0.07 -0.04
C 0.11 0.16 0.30
H -0.01 0.01 0.00
H 0.01 0.00 -0.04
H 0.02 0.01 -0.04
H 0.02 0.00 -0.01
H -0.03 0.00 0.03
H 0.00 -0.02 -0.02
H 0.00 0.02 -0.02
H -0.02 -0.01 -0.02
H 0.04 0.09 -0.08
H -0.03 -0.01 0.01
H 0.04 -0.02 0.01
H -0.01 -0.01 -0.01
H 0.06 0.02 0.01
H 0.00 -0.04 0.11

=====

No. 3
The following is a quantum chemistry calculation of a structure of composition C7H9FN3STl, from OMol25.

Properties
E   -1106.8777 Ha
Kohn-Sham gap   7.086 eV

Cartesian coordinates (Å):
Tl 0.63237 -1.15232 -1.48060
S -0.19146 1.38121 -2.99273
F -2.23315 -2.85324 4.12419
N 1.87152 2.11718 -1.49547
N 1.32924 1.30482 -0.47372
N 1.68675 3.13375 -3.54931
C -0.79501 -1.29419 0.51414
C -2.42766 -1.29303 2.35351
C -1.76655 -2.35057 2.94439
C -0.19370 -2.38647 1.17355
C -1.93412 -0.78848 1.15989
C 1.19324 2.23596 -2.66416
C -0.64812 -2.91742 2.36962
H -2.47405 0.02697 0.68672
H 2.64407 3.43814 -3.48502
H 0.40414 1.63613 -0.18656
H 2.49468 2.86930 -1.22351
H 1.94861 1.29690 0.32796
H -3.31934 -0.88992 2.81275
H 0.67278 -2.86877 0.70701
H -0.16506 -3.76053 2.84243
H 1.27082 3.11459 -4.46508

Cartesian forces, eV/Å:
Tl -0.30 -0.25 0.28
S -0.30 0.03 -0.07
F 0.09 0.12 -0.30
N 0.08 0.20 0.00
N -0.19 0.17 -0.01
N 0.19 0.04 0.11
C 0.38 -0.51 0.13
C -0.04 -0.11 0.14
C 0.00 -0.07 0.18
C 0.07 0.34 -0.53
C 0.22 0.28 -0.65
C -0.02 -0.17 0.21
C -0.16 -0.07 0.24
H -0.07 0.04 0.11
H 0.03 0.02 -0.01
H 0.23 0.05 -0.08
H -0.22 -0.11 0.02
H 0.07 0.01 -0.16
H -0.03 0.02 0.07
H -0.06 -0.01 0.20
H 0.02 -0.05 0.06
H 0.01 0.00 0.04

=====

No. 4
The following is a quantum chemistry calculation of a structure of composition C3H5FO at a distorted geometry, from OMol25.

Properties
E   -292.2066 Ha
Kohn-Sham gap   10.306 eV

Cartesian coordinates (Å):
F 0.32646 1.67256 0.42019
O -0.71249 -1.34601 -1.12952
C -0.19517 -0.68019 -0.15915
C 1.21191 -0.78637 0.52962
C -0.83896 0.76569 0.18382
H 1.48063 0.80208 0.41020
H -1.12112 1.01320 -0.86439
H 2.19708 -1.59624 -0.10858
H -1.62135 0.91641 0.84262
H 0.75990 -1.21514 1.64879

Cartesian forces, eV/Å:
F -2.41 0.08 0.25
O 2.03 2.80 4.69
C 0.28 -1.24 -3.39
C -0.10 -0.33 -0.51
C 3.27 -0.95 -4.08
H -0.30 -4.85 0.82
H -0.21 0.28 0.96
H -3.68 2.57 2.27
H -1.02 0.25 1.78
H 2.14 1.39 -2.78

=====

No. 5
The following is a quantum chemistry calculation of a cluster of 2 separate species, C5H10O2 in total, from OMol25.

Properties
E   -346.7981 Ha
Kohn-Sham gap   7.801 eV

Cartesian coordinates (Å):
O 1.64107 -0.96216 -0.55018
O -0.57189 0.95671 0.99444
C 0.88546 0.08018 -0.66191
C -1.17081 -1.04142 0.50385
C 1.57188 1.39707 -0.78022
C -0.55864 0.15408 -0.22477
C -1.20474 -0.10793 1.72372
H -0.50827 -1.90261 0.59882
H -0.03982 -1.20857 -1.92389
H -0.60547 -0.41973 2.58633
H 1.69463 1.79419 0.23417
H 0.88585 -1.56390 -1.07572
H 2.54455 1.28891 -1.26029
H -2.13398 -1.36691 0.11065
H -2.20581 0.18373 2.06013
H -1.16763 0.61415 -1.00584
H 0.94362 2.10422 -1.32927

Cartesian forces, eV/Å:
O -0.27 -0.01 -0.11
O 0.07 0.15 0.08
C 0.07 0.18 0.06
C -0.02 -0.14 -0.05
C 0.01 -0.03 -0.12
C 0.04 -0.09 -0.29
C -0.16 -0.14 0.29
H -0.11 0.14 -0.01
H 0.03 0.06 0.02
H -0.09 0.05 -0.12
H -0.02 -0.05 -0.11
H 0.13 0.04 0.10
H -0.14 0.00 0.08
H 0.16 0.06 0.06
H 0.14 -0.03 -0.06
H 0.11 -0.06 0.10
H 0.07 -0.10 0.08

=====

No. 6
The following is a quantum chemistry calculation of the molecule C33H32NO3P at a distorted geometry, from OMol25.

Properties
E   -1898.5458 Ha
Kohn-Sham gap   8.197 eV

Cartesian coordinates (Å):
P -0.27364 1.14853 -1.75169
O -2.46650 2.02468 0.00487
O -0.97386 0.42971 -2.87050
O -1.58407 1.22454 1.94732
N 1.22828 -3.25387 -2.36368
C 3.46893 -3.00655 -1.23122
C -0.05870 -2.26266 -0.79533
C -2.80108 -1.54130 3.21439
C -1.02202 4.74739 -3.58601
C -0.95498 -3.11669 3.28415
C -1.67620 1.29046 0.58544
C 3.41597 0.02974 -3.00571
C -1.52465 -1.99502 1.17205
C -0.78468 5.71333 -2.59553
C -0.66881 0.34907 -0.15345
C 2.39094 1.83733 -1.17470
C -0.90336 3.39580 -3.26121
C 2.08059 -2.98181 -1.30517
C -1.04478 -1.32809 -0.10884
C -0.29595 3.93764 -1.02024
C -0.41199 5.30626 -1.30912
C -0.55788 2.93691 -1.96696
C 2.04725 0.17492 -2.84248
C -0.04046 -2.81383 -2.09470
C 1.29475 -2.32653 -0.30782
C 1.90576 -1.81175 0.83674
C -2.46348 1.93027 4.03307
C -1.14005 -3.03376 -3.04903
C -1.91556 -2.33740 3.96005
C -2.61727 -1.40719 1.84126
C -2.01197 -2.39510 5.46186
C 4.07132 -2.43065 -0.10804
C 3.76968 1.73848 -1.35226
C 4.28484 0.81274 -2.25283
C 1.50030 1.02654 -1.87298
C -0.82293 -2.98112 1.89463
C 3.30161 -1.88447 0.91867
C -2.52801 2.16322 2.55405
H -0.32311 -3.82009 3.87075
H -2.78248 -1.70735 5.84112
H -3.11721 2.63037 4.56788
H -2.05439 -3.21557 -2.47945
H -3.51848 1.95175 2.16487
H 5.35759 0.70525 -2.37926
H -0.92849 -3.91685 -3.66804
H -1.44533 2.04409 4.44148
H 0.02227 3.67531 -0.02038
H -1.88716 -1.00615 -0.77239
H 2.03054 2.59234 -0.49464
H -1.29704 5.06185 -4.59976
H 1.38250 -0.35729 -3.50176
H 4.02423 -3.41911 -2.07829
H 0.24560 0.40300 0.46036
H -3.35576 -0.87005 1.26392
H 3.81550 -0.70228 -3.71120
H -1.28412 -2.14782 -3.67776
H 4.45517 2.38065 -0.79344
H -1.09582 2.66090 -4.03470
H -2.79508 0.91755 4.31691
H 1.52051 -3.71956 -3.22847
H -3.64161 -1.02691 3.71512
H -0.13401 -3.67117 1.39779
H -2.24767 -3.40769 5.83545
H -1.04929 -2.10955 5.91774
H 1.31075 -1.38599 1.65808
H 3.81535 -1.47803 1.78279
H 5.14764 -2.39767 -0.06653
H -0.23577 6.05766 -0.52428
H -0.88977 6.78068 -2.82948
H -2.26242 3.18797 2.29653

Cartesian forces, eV/Å:
P -1.10 -1.29 -2.09
O 1.13 -1.20 0.82
O 0.40 0.19 0.52
O -0.39 1.05 -1.48
N 0.61 -0.55 -0.36
C -0.04 -0.05 -0.01
C 0.62 1.32 -1.40
C 0.04 -0.56 0.03
C 0.19 0.23 0.68
C -0.75 0.26 -0.11
C -0.49 -0.54 -0.37
C 0.23 0.09 0.11
C -0.33 1.53 1.24
C 0.00 -0.14 -0.04
C 0.85 0.23 3.19
C 0.35 0.07 0.27
C -0.10 -0.61 0.05
C -0.34 1.13 0.42
C -1.76 0.33 -2.57
C 0.03 0.26 0.00
C -0.18 -0.19 -0.25
C 0.09 1.58 0.04
C -0.27 -0.12 0.08
C 0.12 0.52 2.09
C 0.16 -0.53 -0.69
C 0.74 -0.07 0.28
C 0.08 -0.30 1.07
C -0.29 0.02 -0.23
C 0.01 -0.09 -0.09
C 0.19 -0.44 0.25
C 0.03 -0.04 0.42
C -0.35 -0.55 -0.82
C 0.03 -0.06 -0.03
C -0.08 -0.10 0.01
C 1.38 0.02 -0.66
C 0.58 -0.21 0.20
C -0.58 0.26 0.17
C 0.32 -0.57 0.47
H -0.53 0.51 -0.68
H 0.23 -0.22 -0.11
H 0.13 -0.02 -0.19
H -0.01 0.05 -0.24
H -0.11 0.04 -0.11
H -0.10 0.04 0.03
H -0.16 0.26 0.06
H -0.32 0.08 -0.29
H -0.09 -0.12 0.16
H -0.07 -1.91 0.18
H -0.14 0.05 0.21
H 0.11 -0.27 0.46
H -0.26 -0.26 0.06
H 0.11 0.14 0.43
H -0.05 0.28 -0.16
H 0.13 0.48 -0.08
H -0.19 0.30 0.12
H -0.05 -0.14 0.02
H -0.34 -0.17 -0.14
H 0.00 -0.07 0.11
H 0.14 0.39 -0.29
H -0.39 0.36 0.73
H 0.55 -0.41 -0.32
H -0.01 0.64 0.03
H 0.05 0.37 -0.23
H -0.32 -0.06 -0.12
H 0.37 -0.12 -0.48
H -0.10 0.01 -0.01
H 0.15 -0.04 0.16
H -0.03 -0.49 -0.43
H 0.07 -0.50 0.12
H 0.08 -0.08 -0.17